The following is a quantum chemistry calculation of a molecular structure, C30H27BaN5S7, from the Open Molecules 2025 dataset.

Each line ends with the Löwdin charge.
CARTESIAN COORDINATES (ANGSTROEM)
Ba: -0.44 -1.41 0.88  1.17
C: 1.83 2.68 -0.70  -0.18
C: 2.68 1.40 -0.75  -0.13
C: 2.44 0.60 -1.99  -0.29
C: 3.32 0.68 -3.07  -0.03
C: 3.08 -0.08 -4.20  -0.09
C: 1.98 -0.92 -4.20  -0.08
C: 1.15 -0.92 -3.09  -0.17
N: 1.37 -0.17 -2.02  0.11
N: 0.63 2.55 0.10  -0.15
C: -0.43 3.44 -0.34  -0.15
C: -0.98 3.00 -1.67  -0.27
C: -1.07 3.87 -2.75  -0.04
C: -1.54 3.40 -3.96  -0.09
C: -1.92 2.07 -4.05  -0.07
C: -1.82 1.28 -2.91  -0.13
N: -1.36 1.73 -1.76  0.15
C: 0.92 2.70 1.51  -0.17
C: -0.19 2.30 2.44  -0.30
C: -0.10 2.65 3.79  -0.04
C: -1.10 2.24 4.66  -0.07
C: -2.17 1.53 4.15  -0.07
C: -2.20 1.27 2.79  -0.18
N: -1.23 1.64 1.97  0.08
H: 1.54 2.94 -1.72  0.12
H: 2.46 3.51 -0.32  0.12
H: 2.42 0.77 0.11  0.01
H: 3.74 1.65 -0.68  0.11
H: 4.18 1.34 -3.03  0.10
H: 3.74 -0.03 -5.06  0.09
H: 1.77 -1.56 -5.05  0.09
H: 0.28 -1.55 -3.03  0.06
H: -0.10 4.50 -0.41  0.12
H: -1.24 3.38 0.39  0.12
H: -0.77 4.91 -2.64  0.10
H: -1.60 4.05 -4.83  0.09
H: -2.29 1.66 -4.98  0.09
H: -2.11 0.25 -2.92  0.08
H: 1.22 3.75 1.74  0.13
H: 1.77 2.06 1.74  0.06
H: 0.74 3.23 4.15  0.11
H: -1.04 2.48 5.71  0.10
H: -2.96 1.18 4.80  0.10
H: -3.02 0.74 2.34  0.02
S: 2.22 -2.90 -0.21  0.31
C: 3.12 -2.94 1.28  -0.80
C: 3.94 -4.05 1.49  -0.19
C: 4.70 -4.20 2.64  -0.15
C: 4.66 -3.21 3.61  -0.15
C: 3.86 -2.10 3.42  -0.18
C: 3.09 -1.94 2.27  -0.76
S: 2.17 -0.47 2.18  0.39
H: 3.97 -4.81 0.71  0.07
H: 5.31 -5.08 2.77  0.08
H: 5.26 -3.30 4.51  0.08
H: 3.81 -1.31 4.16  0.07
S: -8.24 -3.66 3.47  0.35
C: -6.75 -3.07 3.03  -1.57
S: -5.29 -3.31 3.91  0.82
C: -4.21 -2.31 2.91  -1.26
C: -4.78 -1.78 1.79  -1.27
S: -4.08 -0.85 0.56  0.31
S: -6.52 -2.12 1.60  0.81
S: -2.61 -2.13 3.47  0.30
C: -2.75 -3.86 -3.76  -0.05
C: -2.16 -2.96 -2.81  -0.25
N: -1.65 -2.23 -2.09  0.15
H: -3.00 -4.79 -3.27  0.09
H: -2.03 -4.04 -4.56  0.08
H: -3.65 -3.40 -4.17  0.09

## Properties
Total charge: -2
Total energy (eV): -115543.597

***

The following is a quantum chemistry calculation of a molecular structure, C30H27CaCl3N7O7S2, from the Open Molecules 2025 dataset.

Each line ends with the Löwdin charge.
CARTESIAN COORDINATES (ANGSTROEM)
Ca: 0.44 -0.64 0.21  1.42
Cl: 0.77 4.35 6.55  0.60
C: 0.75 3.27 5.17  -0.69
C: -0.47 2.81 4.66  -0.11
C: -0.50 1.98 3.57  0.00
C: 0.69 1.54 2.92  -0.38
O: 0.61 0.82 1.87  -0.25
C: 1.92 2.00 3.48  -0.13
C: 3.24 1.60 2.99  -0.23
O: 3.51 0.72 2.20  0.02
C: 1.92 2.87 4.58  -0.09
H: -1.39 3.13 5.13  0.10
H: -1.43 1.63 3.16  0.11
H: 4.07 2.20 3.44  0.12
H: 2.87 3.22 4.98  0.10
Cl: -5.54 -5.29 0.59  0.62
C: -4.02 -4.45 0.77  -0.68
C: -3.48 -4.29 2.04  -0.13
C: -2.28 -3.64 2.20  -0.57
Cl: -1.61 -3.47 3.79  0.70
C: -1.53 -3.10 1.11  -0.41
O: -0.41 -2.53 1.29  -0.24
C: -2.13 -3.28 -0.18  -0.13
C: -1.53 -2.78 -1.40  -0.20
O: -0.55 -2.06 -1.50  -0.07
C: -3.35 -3.96 -0.33  -0.07
H: -4.00 -4.68 2.91  0.10
H: -2.04 -3.11 -2.32  0.13
H: -3.77 -4.09 -1.32  0.11
N: 1.55 -4.38 0.20  0.11
C: 2.52 -3.57 -0.31  -0.70
N: 2.40 -2.28 -0.45  0.04
C: 3.52 -1.75 -1.08  -0.33
C: 4.49 -2.63 -1.38  -0.36
S: 4.02 -4.22 -0.91  1.03
C: 3.53 -0.30 -1.29  -0.34
C: 4.38 0.42 -2.07  -0.35
S: 4.01 2.10 -1.92  1.05
C: 2.70 1.70 -0.86  -0.71
N: 2.56 0.43 -0.64  0.02
N: 1.95 2.67 -0.24  0.11
H: 0.81 -3.85 0.64  0.06
H: 1.90 -5.13 0.78  0.08
H: 5.46 -2.43 -1.81  0.07
H: 5.16 0.06 -2.71  0.07
H: 1.53 3.30 -0.91  0.08
H: 1.26 2.26 0.37  0.06
C: 2.11 -2.10 3.31  -0.05
C: 2.82 -3.36 3.08  -0.27
N: 3.39 -4.34 2.91  0.12
H: 1.05 -2.25 3.10  0.04
H: 2.51 -1.32 2.66  0.06
H: 2.24 -1.79 4.34  0.09
C: -1.92 0.21 -4.43  -0.07
C: -1.90 1.73 -4.48  -0.17
C: -1.94 2.40 -3.09  -0.31
C: -1.93 3.93 -3.25  -0.18
C: -1.97 4.66 -1.91  -0.07
C: -3.25 2.00 -2.43  -0.44
O: -4.33 2.33 -2.87  0.08
N: -3.14 1.20 -1.33  0.22
C: -1.94 0.71 -0.80  -0.55
O: -2.02 -0.09 0.13  -0.03
N: -0.75 1.10 -1.29  0.12
C: -0.68 1.96 -2.33  -0.46
O: 0.39 2.40 -2.74  0.03
H: -1.86 -0.21 -5.44  0.07
H: -2.85 -0.16 -3.98  0.08
H: -1.09 -0.19 -3.85  0.07
H: -2.75 2.10 -5.05  0.12
H: -0.98 2.08 -4.96  0.12
H: -2.80 4.20 -3.86  0.12
H: -1.03 4.19 -3.80  0.12
H: -2.89 4.44 -1.36  0.08
H: -1.94 5.74 -2.07  0.07
H: -1.12 4.39 -1.29  0.07
H: -3.98 0.87 -0.89  0.16

## Properties
Total charge: -1
Energy relative to the best compared isomer or geometry (same formula, charge and spin) (kcal/mol): 6.4

***

The following is a quantum chemistry calculation of a molecular structure, C30H27FeN9O4, from the Open Molecules 2025 dataset.

Each line ends with the Mulliken spin population.
CARTESIAN COORDINATES (ANGSTROEM)
Fe: 0.26 -1.15 1.86  3.81
C: -4.46 -1.46 -1.21  0.00
N: -3.44 -0.93 -0.33  0.00
C: -2.43 -1.64 0.12  0.00
N: -1.57 -0.84 0.76  0.02
C: -2.17 0.39 0.70  0.00
N: -3.31 0.37 0.00  0.00
C: -4.10 -1.56 -2.69  0.00
C: -4.82 -2.41 -3.45  0.00
C: -4.66 -2.46 -4.82  0.00
C: -3.76 -1.60 -5.41  0.00
C: -2.91 -0.80 -4.60  0.00
C: -3.18 -0.69 -3.24  0.00
C: -1.76 -0.13 -5.19  0.00
N: -1.17 -0.36 -6.29  0.00
N: 0.00 0.36 -6.31  0.00
C: 0.06 0.98 -5.15  0.00
O: -1.06 0.76 -4.39  0.00
C: 1.15 1.85 -4.64  0.00
C: 2.03 2.55 -5.52  0.00
C: 2.88 3.54 -5.03  0.00
C: 2.97 3.72 -3.65  0.00
C: 2.23 2.96 -2.76  0.00
C: 2.12 3.35 -1.29  0.00
N: 1.98 2.27 -0.33  0.00
C: 0.87 1.58 -0.03  0.00
N: 1.15 0.64 0.84  0.02
C: 2.50 0.83 1.05  0.01
N: 3.03 1.79 0.33  0.00
C: 1.27 2.10 -3.29  0.00
H: -5.34 -0.79 -1.07  0.00
H: -4.79 -2.40 -0.81  0.00
H: -2.25 -2.65 -0.16  0.00
H: -1.86 1.21 1.33  0.00
H: -5.41 -3.19 -3.00  0.00
H: -5.19 -3.18 -5.45  0.00
H: -3.47 -1.76 -6.45  0.00
H: -2.51 -0.04 -2.61  0.00
H: 2.08 2.42 -6.60  0.00
H: 3.37 4.20 -5.70  0.00
H: 3.67 4.49 -3.24  0.00
H: 1.27 3.96 -1.14  0.00
H: 2.99 3.98 -1.03  0.00
H: -0.06 1.84 -0.49  0.00
H: 3.04 0.23 1.81  0.00
H: 0.52 1.61 -2.66  0.00
N: 2.53 -3.04 3.84  0.03
C: 1.96 -3.51 2.74  0.04
O: 1.19 -2.90 1.98  0.05
C: 2.00 -5.00 2.56  0.00
C: 3.40 -5.63 2.55  0.85
H: 2.33 -2.06 4.10  0.00
H: 3.19 -3.62 4.36  0.01
H: 1.45 -5.18 1.64  0.05
H: 1.50 -5.42 3.44  0.01
H: 3.59 -6.24 3.38  0.03
H: 3.97 -5.78 1.64  0.02
O: -0.65 0.05 3.39  0.06
C: 0.47 0.21 3.96  -0.04
O: 1.49 -0.42 3.54  0.02
C: 0.49 1.16 5.10  0.01
C: -0.73 1.59 5.59  0.00
C: -0.69 2.60 6.53  0.00
C: 0.60 3.11 6.90  0.00
C: 1.79 2.59 6.50  0.00
C: 1.70 1.58 5.53  0.00
H: -1.64 1.14 5.22  0.00
H: -1.61 2.99 7.02  0.00
H: 0.63 3.90 7.69  0.00
H: 2.72 2.93 6.96  0.00
H: 2.56 1.04 5.07  0.00

## Properties
Total charge: +1
Multiplicity: 6
Energy relative to the best compared isomer or geometry (same formula, charge and spin) (kcal/mol): 7.4

***

What is the formula in the third record?
C30H27FeN9O4